The following is a quantum chemistry calculation of C2LuO4 as an isolated structure at a distorted geometry, from the OMol25 dataset.

Output
relative energy (zero: lowest compared OMol25 entry of this formula, charge and spin)	0.00	kcal per mole
total energy	-43876.054	eV
HOMO-LUMO gap (spin up / spin down)	0.2149 / 0.2151	Eh
max |F|	3.04	eV/A
net charge	+1
LUMO (spin up / spin down)	-6.306 / -6.310	eV

CARTESIAN COORDINATES (ANGSTROEM)
O -4.01816 -0.16075 -0.06146
C -2.87204 -0.17497 -0.05956
O -1.70686 -0.08078 0.00072
O 2.44980 0.62381 -0.91363
C 3.12719 -0.11533 -0.06877
O 2.39806 -0.46045 0.96470
Lu 0.62202 0.36847 0.13800